1.
Below is a molecular structure, C26H20N2O2SSbSe4W, with properties calculated with ωB97M-V/def2-TZVPD.

Each line ends with the natural charge from an NBO analysis.
Atoms and positions in Å:
W -0.11 0.02 -0.53  1.132
Se -3.57 -4.17 -0.72  -0.697
Sb -2.67 -2.29 0.43  1.079
Se -0.08 -2.32 0.19  -0.321
Se -2.67 -0.15 -0.94  -0.516
Se -3.19 -1.87 2.75  -0.766
C 6.06 3.25 -3.49  -0.629
C 4.59 3.08 -3.22  0.003
C 3.92 3.92 -2.33  -0.207
C 2.59 3.71 -2.03  -0.200
C 1.92 2.65 -2.63  -0.268
C 2.56 1.81 -3.53  -0.185
C 3.89 2.04 -3.82  -0.201
S 0.25 2.36 -2.15  2.347
O -0.07 0.97 -2.56  -0.924
O -0.56 3.42 -2.67  -0.900
N 0.23 2.15 -0.60  -0.979
C -0.09 2.96 0.47  0.163
C -0.18 4.33 0.52  -0.257
C -0.48 4.95 1.74  -0.183
C -0.69 4.22 2.88  -0.226
C -0.61 2.81 2.85  -0.090
C -0.81 1.98 3.98  -0.119
C -0.73 0.64 3.84  -0.236
C -0.45 0.07 2.58  0.121
N -0.26 0.80 1.49  -0.503
C -0.33 2.18 1.63  0.202
H 6.39 4.28 -3.29  0.212
H 6.31 3.00 -4.52  0.217
H 6.64 2.59 -2.83  0.225
H 4.46 4.73 -1.86  0.208
H 2.09 4.35 -1.32  0.223
H 2.03 0.98 -3.96  0.252
H 4.40 1.37 -4.51  0.219
H -0.04 4.91 -0.38  0.226
H -0.56 6.03 1.77  0.212
H -0.92 4.70 3.83  0.211
H -1.04 2.44 4.93  0.213
H -0.90 -0.05 4.65  0.241
H -0.39 -1.00 2.47  0.260
C 3.87 -2.29 -4.03  -0.226
C 2.47 -2.30 -3.87  -0.232
C 1.90 -1.64 -2.82  -0.165
C 2.67 -0.92 -1.87  -0.106
C 2.05 -0.17 -0.82  -0.349
C 2.90 0.53 0.01  -0.259
C 4.31 0.53 -0.14  -0.199
C 4.89 -0.19 -1.15  -0.246
C 4.08 -0.92 -2.05  0.014
C 4.65 -1.62 -3.13  -0.216
H 4.32 -2.83 -4.86  0.204
H 1.85 -2.85 -4.57  0.213
H 0.82 -1.68 -2.70  0.218
H 2.49 1.14 0.81  0.194
H 4.92 1.10 0.55  0.200
H 5.97 -0.20 -1.28  0.197
H 5.73 -1.61 -3.24  0.197

As for the expectation value of S²: 2.037. The net charge is -1. For the HOMO energy (alpha / beta), the calculation gives -0.158 / -0.167 Ha. For the energy relative to the best compared isomer or geometry (same formula, charge and spin), the calculation gives 0.035 eV. Its spin multiplicity is 3. The calculation puts the molar mass at 1045.96 g mol⁻¹.

***

2.
Below is a molecular structure, C39H36BrCl2CsF3GeN5O4S, with properties calculated with ωB97M-V/def2-TZVPD.

Each line ends with the Mulliken charge.
Atoms and positions in Å:
Cs -0.70 1.93 2.05  1.337
Cl -4.27 -5.80 2.17  -0.287
C -3.83 -4.13 1.93  0.135
C -2.52 -3.74 2.19  -0.651
C -2.08 -2.42 2.01  -0.191
N -0.78 -1.96 2.17  -0.166
C 0.13 -2.68 2.79  0.244
O 0.06 -3.80 3.34  -0.882
C 1.52 -2.04 2.84  0.381
C 2.54 -2.78 3.46  -0.439
C 3.82 -2.26 3.53  -0.499
C 4.07 -1.02 2.96  -0.731
C 3.00 -0.37 2.36  -0.401
N 1.77 -0.85 2.29  0.255
C -3.05 -1.48 1.53  -0.443
C -4.36 -1.89 1.31  -0.027
C -4.75 -3.20 1.49  -0.019
Cl -6.41 -3.64 1.17  -0.284
N -2.70 -0.14 1.38  -0.495
C -2.79 0.46 0.23  -0.410
O -2.58 1.70 0.05  -0.808
C -3.16 -0.32 -1.02  1.602
C -4.24 0.12 -1.80  -0.401
C -4.59 -0.59 -2.92  -0.881
C -3.85 -1.71 -3.27  -0.868
C -2.77 -2.05 -2.46  -0.407
N -2.43 -1.38 -1.36  0.468
H -1.81 -4.47 2.55  0.598
H 2.27 -3.74 3.87  0.477
H 4.61 -2.82 4.00  0.371
H 5.05 -0.57 2.98  0.440
H 3.15 0.60 1.89  0.480
H -5.09 -1.16 0.98  0.470
H -4.77 1.02 -1.49  0.506
H -5.43 -0.28 -3.53  0.406
H -4.08 -2.30 -4.14  0.493
H -2.16 -2.91 -2.70  0.126
F 1.11 5.92 6.99  -0.247
C 1.22 4.60 7.21  0.688
F 1.80 4.51 8.44  -0.328
F -0.02 4.13 7.38  -0.227
C 2.01 3.88 6.16  -0.003
C 3.21 3.30 6.53  -0.140
C 3.97 2.63 5.59  -0.785
C 3.46 2.56 4.31  -0.096
N 2.31 3.10 3.92  -0.392
C 1.56 3.81 4.80  -0.113
S 0.15 4.60 4.25  -0.542
H 3.54 3.36 7.56  0.431
H 4.92 2.17 5.84  0.374
H 4.02 2.04 3.54  0.377
Br -2.51 0.05 -6.26  -0.195
C -2.52 1.27 -4.79  -0.961
C -3.50 2.23 -4.74  -0.259
C -3.50 3.14 -3.68  -0.902
C -2.50 3.08 -2.72  -0.567
C -1.52 2.11 -2.80  0.650
C -1.54 1.17 -3.82  0.078
C -0.38 2.14 -1.83  -0.333
O 0.00 3.17 -1.32  -0.621
O 0.21 0.97 -1.67  -0.094
H -4.27 2.28 -5.50  0.459
H -4.27 3.89 -3.61  0.372
H -2.47 3.78 -1.89  0.436
H -0.79 0.39 -3.86  1.179
C 1.65 0.58 -5.79  -1.477
C 2.19 0.55 -4.36  0.670
C 2.35 1.95 -3.77  -0.543
C 2.95 1.97 -2.37  -1.157
Ge 1.95 0.93 -1.04  0.387
C 2.34 -0.97 -1.03  -1.091
C 1.09 -1.85 -1.03  0.660
C 1.45 -3.32 -0.84  -0.641
C 0.24 -4.24 -1.02  -1.125
H 1.52 -0.42 -6.19  0.367
H 2.33 1.13 -6.45  0.421
H 0.68 1.08 -5.82  0.227
H 3.16 0.03 -4.34  0.459
H 1.52 -0.04 -3.73  -0.561
H 1.37 2.43 -3.76  -0.007
H 2.97 2.55 -4.45  0.551
H 3.00 3.00 -2.00  0.432
H 3.97 1.58 -2.38  0.542
H 2.02 1.61 0.33  -0.623
H 2.95 -1.16 -0.14  0.708
H 2.97 -1.19 -1.90  0.652
H 0.54 -1.72 -1.96  0.135
H 0.40 -1.56 -0.23  -0.240
H 1.87 -3.46 0.16  0.197
H 2.24 -3.60 -1.56  0.490
H -0.56 -3.96 -0.34  0.130
H 0.50 -5.29 -0.82  0.435
H -0.14 -4.18 -2.04  0.257

The net charge is -2. For the HOMO energy, the calculation gives -0.074 Ha. For the energy relative to the best compared isomer or geometry (same formula, charge and spin), the calculation gives 0.259 eV. The calculation puts the molar mass at 1084.13 g mol⁻¹.

***

3.
Below is a molecular structure, C39H44AsOPd in a non-equilibrium geometry, with properties calculated with ωB97M-V/def2-TZVPD.

Each line ends with the Löwdin spin population.
Atoms and positions in Å:
C 1.32 -1.98 0.43  0.167
C 1.85 -1.28 -0.70  0.207
C 0.94 -1.43 -1.79  0.199
C -0.17 -2.22 -1.34  0.120
C 0.07 -2.59 0.04  0.135
Pd -0.43 -0.53 0.10  0.926
C -3.79 1.19 -1.19  0.502
C -3.19 0.76 0.00  0.083
H -3.00 1.56 0.74  -0.001
C -2.71 -0.55 0.26  0.215
H -2.96 -1.35 -0.45  0.010
H -2.63 -0.85 1.31  0.021
C -3.68 2.73 -1.40  0.060
H -3.01 3.08 -0.61  0.011
H -3.20 2.91 -2.38  0.005
H -4.56 3.37 -1.37  0.012
C -3.12 0.51 -2.43  0.044
H -2.15 0.18 -2.01  0.015
H -3.57 -0.39 -2.84  0.011
H -2.95 1.26 -3.24  0.002
C 3.13 -0.54 -0.70  0.039
H 3.20 0.12 0.18  0.011
H 3.98 -1.24 -0.66  0.012
H 3.23 0.09 -1.58  0.003
C 1.14 -0.90 -3.16  0.029
H 1.60 0.09 -3.13  0.003
H 1.80 -1.56 -3.75  0.013
H 0.19 -0.82 -3.69  0.002
C -1.28 -2.76 -2.16  0.014
H -1.28 -2.30 -3.16  0.000
H -1.17 -3.85 -2.28  0.005
H -2.25 -2.58 -1.69  0.003
C -0.75 -3.49 0.88  0.024
H -1.70 -3.71 0.39  0.000
H -0.24 -4.45 1.08  0.008
H -0.95 -3.01 1.84  0.006
C 2.01 -2.21 1.72  0.022
H 1.32 -2.61 2.47  0.000
H 2.84 -2.93 1.59  0.010
H 2.44 -1.28 2.10  0.003
C 2.37 2.57 -1.53  0.684
C 0.96 2.54 -1.92  0.081
C 3.48 3.05 -2.07  0.109
C 0.93 2.86 -3.30  0.040
H -0.04 2.38 -1.47  0.007
C 3.37 3.33 -3.48  0.046
H 4.41 3.20 -1.53  0.019
C 2.10 3.18 -4.04  -0.018
H -0.05 2.84 -3.84  0.009
H 4.25 3.67 -4.07  0.007
H 1.99 3.31 -5.15  -0.001
O 0.40 0.89 1.73  0.053
As 0.20 0.77 3.42  0.005
C 1.92 0.26 4.16  0.002
C 1.99 -0.50 5.34  0.000
C 3.24 -0.85 5.86  0.000
C 4.41 -0.40 5.24  0.000
C 4.33 0.40 4.10  0.000
C 3.09 0.72 3.54  0.001
C -0.26 2.53 4.06  0.001
C -1.25 2.70 5.04  0.000
C -1.54 3.99 5.50  0.000
C -0.82 5.09 5.03  0.000
C 0.19 4.91 4.07  0.000
C 0.46 3.63 3.57  0.001
C -1.26 -0.46 3.78  0.000
C -2.57 -0.01 3.59  0.000
C -3.64 -0.89 3.79  0.000
C -3.40 -2.20 4.22  0.001
C -2.09 -2.63 4.45  0.000
C -1.01 -1.77 4.21  0.001
H 1.07 -0.82 5.84  0.000
H 3.29 -1.48 6.75  0.000
H 5.38 -0.66 5.66  0.000
H 5.24 0.78 3.63  0.000
H 3.02 1.33 2.64  0.001
H -1.79 1.84 5.43  0.000
H -2.33 4.12 6.24  0.000
H -1.04 6.09 5.40  0.000
H 0.77 5.76 3.71  0.000
H 1.22 3.48 2.80  0.001
H -2.76 1.01 3.26  0.000
H -4.66 -0.54 3.60  0.000
H -4.23 -2.88 4.38  0.000
H -1.89 -3.64 4.81  0.000
H 0.02 -2.10 4.39  0.000

As for the expectation value of S²: 6.036. The net charge is +1. For the HOMO energy (alpha / beta), the calculation gives -0.335 / -0.414 Ha. Its spin multiplicity is 5. The calculation puts the molar mass at 710.12 g mol⁻¹.

***

E / eV: -314950.3251 -227813.2816 -107509.9187